Below is a 11-piece molecular cluster, C22H33N11 overall, with properties calculated with wB97M-V/def2-TZVPD.

As for the energy above the lowest of the compared OMol25 structures with the same formula, charge and spin: 18.2 kcal/mol. The orbital gap is 0.426 Ha. As for the SMILES: CC#N.CC#N.CC#N.CC#N.CC#N.CC#N.CC#N.CC#N.CC#N.CC#N.CC#N. Its molar mass is 451.58 u. Its lowest unoccupied orbital energy is 0.5 eV.

```
! RIJCOSX wB97M-V def2-TZVPD def2/J DEFGRID3
* xyz 0 1
C 2.4320 -5.3987 1.7502
C 2.5935 -3.9832 1.3744
N 2.8057 -2.9307 0.9885
H 2.8739 -5.6118 2.7099
H 2.9011 -5.9428 0.9529
H 1.4265 -5.7966 1.8030
C -0.7374 -5.0525 -1.4530
C 0.4380 -5.9328 -1.5036
N 1.2708 -6.6804 -1.6727
H -1.6658 -5.6729 -1.3912
H -0.7817 -4.4011 -2.3569
H -0.6048 -4.4597 -0.5652
C 3.1777 -2.3024 -2.5798
C 1.7691 -1.9836 -2.4563
N 0.6312 -1.8998 -2.2605
H 3.6292 -1.3593 -2.9904
H 3.3246 -3.0301 -3.3955
H 3.6353 -2.5701 -1.6224
C 3.1073 4.8865 2.3919
C 3.1771 3.9155 1.2801
N 3.1552 3.1650 0.4368
H 2.1662 4.8531 2.9491
H 3.2682 5.8874 2.0315
H 3.8708 4.6023 3.0956
C 5.3957 1.7593 -1.6697
C 4.2054 1.7390 -2.5258
N 3.1673 1.6479 -3.0555
H 5.3622 0.8709 -1.0010
H 5.4958 2.6290 -1.0441
H 6.3426 1.6477 -2.3032
C -2.9761 -2.4815 3.4183
C -1.8651 -3.0560 2.7343
N -0.9778 -3.6112 2.2174
H -2.7518 -2.2824 4.4921
H -3.8360 -3.1522 3.4068
H -3.2217 -1.4924 2.9866
C 0.2274 2.9379 -2.0075
C -1.1956 2.7829 -2.3362
N -2.2642 2.5489 -2.6025
H 0.5990 1.9311 -1.8080
H 0.4249 3.5480 -1.1054
H 0.6152 3.3714 -2.9407
C -2.7383 -0.4146 -1.8742
C -3.2755 -1.3770 -0.8783
N -3.5833 -2.0798 -0.0398
H -2.5669 0.4735 -1.3174
H -3.4223 -0.2285 -2.6882
H -1.8218 -0.7969 -2.2411
C -5.3452 0.8509 1.4817
C -4.8697 2.1739 1.8270
N -4.6258 3.2591 2.2241
H -4.4931 0.2373 1.3450
H -5.9725 0.8598 0.6118
H -5.9125 0.4963 2.3298
C -2.6342 4.7868 0.3038
C -1.2957 5.2713 0.2521
N -0.2508 5.7439 0.2924
H -2.9164 4.4883 -0.6779
H -3.3005 5.5030 0.8170
H -2.7065 3.9036 0.9950
C 0.6556 0.4979 0.6759
C -0.7664 0.6426 1.0355
N -1.8560 0.7195 1.3619
H 0.8616 -0.3592 0.0303
H 1.1802 0.3342 1.5943
H 1.0449 1.3746 0.1673
*
```